Record 1
42
Properties=species:S:1:pos:R:3 method="wB97M-V/def2-TZVPD" lumo_energy_ev="5.14 / 5.04" homo_lumo_gap_ev="4.08 / 3.53" s2=3.8140 charge=-2 largest_force_ev_per_a=4.77 total_energy_ha=-1943.56236 multiplicity=4
Cr -0.36306 0.03489 0.06422
C -0.71711 2.11202 -0.75190
C 0.70403 2.32382 -0.76259
C 1.28350 1.42053 -1.68393
H 1.23546 3.12521 -0.24714
C 0.25326 0.61825 -2.24822
C -1.00959 1.07751 -1.72732
H -1.99108 0.79877 -2.10688
H -1.45861 2.71409 -0.22478
H 2.33372 1.37653 -1.96911
H 0.37008 -0.11230 -3.04808
C -1.78618 -0.54602 1.83421
C -2.46550 -0.21076 0.61654
C -2.13028 -1.21901 -0.35957
H -3.17519 0.60399 0.48657
C -1.23683 -2.14571 0.26349
C -1.02850 -1.73155 1.61242
H -0.44743 -2.27941 2.35228
H -1.92340 -0.04775 2.79185
H -2.53225 -1.32773 -1.36637
H -0.88855 -3.07621 -0.17979
O 0.90282 -1.23504 -0.63514
C 1.28255 -3.61871 -1.98833
C 2.40416 -2.94882 -1.32693
C 0.77570 -3.10673 -3.26035
C 0.73682 -4.86602 -1.43388
C 1.99057 -1.96141 -0.19644
H 2.97458 -2.37635 -2.07267
H 3.07684 -3.69407 -0.88482
H 1.74359 -2.53785 0.71547
H 2.82617 -1.27556 0.02830
H 1.37019 -3.48944 -4.11019
H 0.80963 -2.00812 -3.30170
H -0.26291 -3.42796 -3.42836
H 1.27482 -5.75065 -1.82026
H -0.31599 -4.99258 -1.72994
H 0.79951 -4.89988 -0.33572
N 0.38793 0.94112 1.65816
C 0.28355 1.92916 2.31221
N 0.36442 2.86817 3.14881
C -0.19521 4.05612 3.05463
N -0.64860 5.13980 3.05737

***

Record 2
15
Properties=species:S:1:pos:R:3 method="wB97M-V/def2-TZVPD" lumo_energy_ev=0.25 relative_energy_ev=3.219 homo_lumo_gap_ev=9.05 largest_force_ev_per_a=0.36 total_energy_ha=-345.68666
C 0.83540 -1.36866 -1.00696
C -0.00703 -0.10638 -0.91737
O -0.74261 0.23127 -1.84636
C -1.04289 -0.16141 0.73660
O -2.14505 0.53736 0.62206
C 0.52736 0.97016 0.11786
C -0.01344 0.55679 1.51567
H 1.66836 -1.19448 -1.70168
H 1.24168 -1.67194 -0.03542
H 0.21828 -2.17637 -1.41036
H -2.62531 0.20016 -0.15804
H 0.12232 1.93730 -0.18065
H 1.61994 0.95932 0.08764
H 0.68283 -0.10292 2.03423
H -0.33986 1.38981 2.14276

***

Record 3
24
Properties=species:S:1:pos:R:3 method="wB97M-V/def2-TZVPD" lumo_energy_ev=-6.51 relative_energy_ev=2.144 homo_lumo_gap_ev=11.56 charge=+2 largest_force_ev_per_a=6.13 total_energy_ha=-384.17695
C -0.54582 -0.88655 2.29711
C 0.40256 -0.59107 1.14375
C 0.62608 0.91669 0.66320
C 0.06318 0.96367 -0.76874
C -1.09442 1.68311 -0.89257
N -1.94612 1.66645 -2.07815
N 1.74085 -1.22746 1.72457
H -1.59686 -0.61516 1.98866
H -0.62460 -1.92480 2.46657
H -0.29085 -0.27262 3.11509
H 0.16522 -1.30562 0.24910
H 1.68178 1.32824 0.76732
H 0.26374 1.74493 1.34688
H 0.50540 0.29182 -1.39115
H -1.51424 2.37346 -0.18996
H -1.67803 0.69462 -2.52843
H -1.54981 2.37233 -2.71185
H -2.91719 1.77917 -1.79382
H 2.54822 -0.54545 2.11742
H 2.23706 -1.84218 1.07578
H 1.64294 -1.88561 2.55326
H 0.37086 -2.23735 -3.39933
H 1.21311 -1.13745 -2.85404
O 0.29696 -1.34315 -2.90068

***

Record 4
58
Properties=species:S:1:pos:R:3 method="wB97M-V/def2-TZVPD" lumo_energy_ev=-0.17 relative_energy_ev=3.635 homo_lumo_gap_ev=8.92 largest_force_ev_per_a=9.09 total_energy_ha=-2024.75363
C -2.65018 -2.90143 0.03554
C -1.66026 -2.66158 -1.09923
C -2.34773 -4.10688 0.90224
S -0.71578 -3.75181 1.93669
S 0.97282 -4.61196 1.28679
C 1.85881 -3.18802 0.58891
H -2.68983 -1.90403 0.70555
H -3.53994 -3.28676 -0.47538
H -2.11109 -2.87697 -2.17321
H -1.18539 -1.64856 -1.01967
H -0.79414 -3.32298 -1.03580
H -3.09737 -4.06838 1.66403
H -2.31980 -4.95256 0.36244
H 1.45151 -2.73342 -0.24447
H 1.55495 -2.30654 1.26584
H 2.91924 -3.37648 0.44039
H -1.23090 2.08186 -2.13668
H -1.49325 3.39161 -2.90185
O -1.76020 2.40780 -2.80137
H 4.11917 2.53158 0.96461
H 3.28991 2.82294 2.29365
O 3.66736 3.28824 1.35256
H -1.51034 2.63493 3.97037
H -0.28021 2.01348 4.34131
O -1.29791 1.87647 4.46239
H 3.13533 0.74047 4.30308
H 2.52634 0.61386 2.79445
O 3.18573 1.11516 3.32327
H -1.19479 -0.18532 -5.40863
H -1.89538 0.94557 -4.59432
O -1.68037 0.73530 -5.44604
H 4.24572 -0.16595 0.19394
H 3.71499 -0.23377 -1.35635
O 4.36303 0.13767 -0.62545
H 0.40721 1.12520 -2.38007
H 1.45724 0.48196 -3.07274
O 1.12916 0.71775 -2.21222
H -0.22786 1.30645 -0.24610
H -0.23910 2.72740 0.05601
O -0.69146 2.09730 -0.51757
H 0.70007 -2.05855 -4.88510
H -0.14651 -1.70428 -3.63644
O 0.28632 -1.33560 -4.32571
H -3.77200 3.41323 -0.78436
H -2.53482 3.35400 -0.15674
O -3.40664 3.73318 0.13104
H 1.86778 3.02220 0.84870
H 1.49891 4.42500 0.91903
O 1.09641 3.57237 0.85949
H 4.60387 -1.18465 1.98286
H 3.20087 -1.61257 2.04470
O 3.80377 -0.87733 2.20980
H -4.88852 1.78436 0.39357
H -4.24279 0.55475 -0.38125
O -4.96931 0.87445 0.15782
H -0.40845 -0.47138 2.05812
H -0.28831 0.81689 2.80887
O 0.21407 0.18431 2.25871

***

Record 5
8
Properties=species:S:1:pos:R:3 method="wB97M-V/def2-TZVPD" lumo_energy_ev=7.29 relative_energy_ev=2.559 homo_lumo_gap_ev=5.77 charge=-2 largest_force_ev_per_a=4.00 total_energy_ha=-788.64491
N -1.45900 -0.26397 0.90886
N -0.55253 -1.12165 0.85446
N 0.15397 -1.76249 0.10997
O 0.05717 -1.89287 -3.05591
O 1.71928 -0.34604 -2.03023
O -0.75845 0.18513 -2.06754
S 0.26450 -0.86741 -1.93139
H -1.39714 0.40210 0.00082

***

Record 6
52
Properties=species:S:1:pos:R:3 method="wB97M-V/def2-TZVPD" lumo_energy_ev=0.82 relative_energy_ev=13.636 homo_lumo_gap_ev=8.29 largest_force_ev_per_a=18.98 smiles=CCNCCCNCCCCNCCCNCC total_energy_ha=-772.33154
C 0.43995 3.35784 -1.81351
C 1.46306 3.05500 -0.72592
N 1.31278 1.77842 -0.32784
H 0.21594 1.46328 -0.19358
C 1.90988 1.17046 0.75101
C 3.29198 0.91184 0.65595
C 3.35227 -0.35647 -0.13106
N 2.82467 -1.35428 0.23209
H 3.27868 -1.56167 1.12419
C 2.72694 -2.61377 -0.46184
C 1.36091 -3.10851 0.00458
C 0.09685 -2.33389 -0.38568
C -1.05651 -3.13796 0.25290
N -2.09661 -1.84983 0.37472
H -2.82920 -2.14725 0.91832
C -2.84706 -1.79667 -0.82214
C -3.49880 -0.59970 -0.94264
C -2.61336 0.71140 -0.91529
N -1.69163 1.04146 0.15053
H -1.48771 0.05677 0.60290
C -2.56653 1.51352 1.23843
C -1.71664 1.74137 2.68991
H -0.73450 2.35789 2.33277
H -2.18301 2.17152 3.53530
H -1.26020 0.83401 2.61142
H -3.32735 0.95673 1.60814
H -2.85305 2.32751 1.01848
H -1.82928 0.80463 -1.85316
H -3.22445 1.64809 -1.06088
H -4.17619 -0.41048 -0.06825
H -4.12862 -0.29685 -1.95315
H -3.49934 -2.62128 -1.30030
H -1.97590 -1.71459 -1.70149
H -0.89473 -3.31059 1.39330
H -1.43020 -3.95854 -0.12091
H 0.10662 -2.13731 -1.32454
H 0.43788 -1.42811 -0.06352
H 1.33793 -4.23650 -0.28225
H 1.47069 -3.48051 1.07043
H 2.45743 -2.13443 -1.40076
H 3.63698 -3.32176 -0.23730
H 2.72392 0.04312 -0.96318
H 4.39926 -0.43871 -0.55528
H 3.81506 0.66695 1.57477
H 3.73477 1.89990 0.04138
H 1.57437 0.40275 1.33520
H 1.94392 2.05646 1.69157
H 1.22657 3.63116 0.13660
H 2.37798 3.31380 -1.12835
H 0.39896 4.44375 -2.19870
H 0.62867 2.72039 -2.76157
H -0.62405 3.26964 -1.65179

***

Record 7
13
Properties=species:S:1:pos:R:3 method="wB97M-V/def2-TZVPD" lumo_energy_ev=3.76 relative_energy_ev=1.680 homo_lumo_gap_ev=8.08 charge=-1 largest_force_ev_per_a=6.78 smiles="NC(=O)CNC(=O)[O-]" total_energy_ha=-452.60553
O -0.55096 1.76422 2.28203
C -0.81395 0.90519 1.50775
N -2.12180 0.50957 1.08688
C 0.44870 0.14419 0.72748
N 0.25097 0.08037 -0.67700
C 0.84043 -1.05516 -1.49828
O 0.42810 -0.90660 -2.60484
O 1.76700 -1.61664 -0.89680
H -1.94246 -0.04157 0.27736
H -2.67880 1.28236 1.03217
H 0.63327 -0.88463 1.04248
H 1.27510 0.83974 1.16719
H -0.19544 0.78146 -1.05317

***

Record 8
14
Properties=species:S:1:pos:R:3 method="wB97M-V/def2-TZVPD" lumo_energy_ev=0.85 relative_energy_ev=1.722 homo_lumo_gap_ev=10.71 largest_force_ev_per_a=0.50 smiles="C#CCCNC=O" total_energy_ha=-324.66120
O 1.54546 0.84376 -2.59759
C 1.64978 -0.06710 -1.79980
N 1.00301 -0.13650 -0.60622
C 0.28298 0.99865 -0.07118
C -1.03261 0.60398 0.60660
C -0.88251 -0.43444 1.63258
C -0.77813 -1.30273 2.46152
H 2.29643 -0.94584 -1.97689
H 1.22196 -0.89895 0.01919
H 0.07772 1.66162 -0.91450
H 0.91812 1.54362 0.63853
H -1.46175 1.50187 1.06657
H -1.74641 0.25386 -0.14696
H -0.71476 -2.06613 3.20612

***

Record 9
23
Properties=species:S:1:pos:R:3 method="wB97M-V/def2-TZVPD" lumo_energy_ev=0.83 relative_energy_ev=1.314 homo_lumo_gap_ev=10.01 largest_force_ev_per_a=1.89 smiles=CC[C@@H](C)NCO.O total_energy_ha=-404.70677
C 0.35886 -0.76436 -1.52288
C 0.13633 -0.05716 -0.17062
C 0.56509 1.40936 -0.25744
C -0.45858 2.29731 -0.94068
N 0.83937 -0.73657 0.89477
C 0.39412 -1.99852 1.39030
O 0.75163 -3.13253 0.56563
H -0.28915 -1.62014 -1.70401
H 0.35315 -0.09055 -2.38728
H 1.40050 -1.08073 -1.67642
H -0.92428 -0.15710 0.02157
H 1.50029 1.48075 -0.82560
H 0.93336 1.65525 0.74121
H -0.25571 3.36296 -0.88292
H -0.58278 2.02925 -1.99085
H -1.45408 2.08919 -0.53401
H 1.84824 -0.71060 0.91533
H -0.69223 -2.05630 1.46603
H 0.87635 -2.14943 2.35352
H 1.18383 -2.81999 -0.23326
H -2.02202 1.63091 2.06071
H -1.97122 0.57423 0.97336
O -2.49110 0.84478 1.74353